(1)
Computed, not measured: a single C21H30N2O7 molecule, with ωB97M-V/def2-TZVPD.

Geometry as XYZ:
```
60
C21H30N2O7 ωB97M-V/def2-TZVPD
C -7.28 -2.22 -2.10
C -7.76 -0.96 -1.40
O -7.00 -0.69 -0.22
C -5.83 -0.07 -0.37
O -5.40 0.32 -1.43
C -5.13 0.06 0.97
C -4.05 -1.03 1.08
C -2.87 -0.73 0.16
N -2.32 0.57 0.48
C -1.08 0.66 1.01
O -0.37 -0.32 1.13
C -0.54 2.03 1.37
C 0.22 2.59 0.16
N 1.32 1.72 -0.18
C 2.61 2.08 0.00
O 2.96 3.24 0.15
C 3.57 0.95 -0.06
C 4.84 1.19 -0.56
C 5.79 0.17 -0.63
O 7.03 0.36 -1.18
C 7.39 1.65 -1.62
C 5.47 -1.10 -0.14
O 6.27 -2.20 -0.14
C 7.67 -2.07 -0.20
C 4.18 -1.33 0.39
O 3.97 -2.59 0.85
C 2.71 -2.89 1.41
C 3.24 -0.31 0.43
C -3.28 1.63 0.26
C -4.49 1.44 1.17
H -7.32 -3.07 -1.41
H -7.92 -2.43 -2.95
H -6.26 -2.10 -2.45
H -7.67 -0.10 -2.07
H -8.79 -1.06 -1.06
H -5.89 -0.11 1.74
H -4.47 -2.01 0.84
H -3.69 -1.07 2.12
H -2.08 -1.47 0.30
H -3.19 -0.73 -0.88
H 0.17 1.89 2.19
H -1.31 2.73 1.70
H -0.46 2.69 -0.70
H 0.65 3.57 0.38
H 1.10 0.74 -0.21
H 5.06 2.18 -0.91
H 8.42 1.56 -1.97
H 7.34 2.38 -0.80
H 6.75 1.98 -2.44
H 8.04 -1.34 0.53
H 8.06 -3.06 0.06
H 8.02 -1.78 -1.19
H 1.90 -2.75 0.70
H 2.51 -2.28 2.30
H 2.76 -3.94 1.70
H 2.27 -0.49 0.87
H -2.83 2.61 0.43
H -3.60 1.58 -0.79
H -5.22 2.22 0.96
H -4.18 1.53 2.21
```

**Energy above the lowest of the compared OMol25 structures with the same formula, charge and spin**: 213.5 kJ/mol
**Highest occupied orbital energy**: -7.78 eV
**Lowest unoccupied orbital energy**: 0.6 eV
**SMILES**: CCOC(=O)C1CCN(C(=O)CCNC(=O)c2cc(OC)c(OC)c(OC)c2)CC1
**Electronic energy**: -39576.860 eV

***

(2)
Computed, not measured: a molecular structure, C21H30N4O4, with ωB97M-V/def2-TZVPD.

Geometry as XYZ:
```
59
C21H30N4O4 ωB97M-V/def2-TZVPD
C 0.03 1.99 5.86
H 0.35 0.99 5.94
O 0.06 2.29 4.31
C 1.16 2.36 3.75
C 2.24 2.20 4.32
C 3.53 2.11 3.72
C 3.46 2.38 2.48
C 2.33 2.86 1.64
C 1.17 2.80 2.41
C -0.24 2.98 1.75
N -0.71 1.87 1.23
C -1.36 1.06 2.18
C -2.87 0.33 1.51
N -2.34 -0.13 0.13
C -1.52 0.57 -0.71
O -1.50 0.22 -1.73
C -0.54 1.16 0.11
H -0.02 1.93 -0.52
C 0.81 0.16 0.17
C 1.51 -0.18 -0.93
O 2.33 0.71 -1.44
N 1.14 -1.27 -1.48
H 0.27 -1.69 -1.28
C 1.39 -1.55 -2.90
H 0.61 -0.87 -3.82
C 1.54 -2.96 -3.40
H 1.54 -3.03 -4.35
H 2.57 -3.27 -2.89
C 0.35 -3.85 -2.76
N -0.96 -3.35 -3.26
C -1.70 -2.71 -2.47
O -1.65 -2.54 -1.24
C -2.98 -2.31 -3.20
H -3.43 -1.24 -2.79
C -2.61 -2.27 -4.59
H -3.16 -2.64 -5.39
H -2.22 -1.16 -5.02
C -1.34 -3.50 -4.50
H -0.54 -2.98 -5.32
H -1.55 -4.31 -4.82
H -3.91 -3.14 -2.94
H 0.60 -4.93 -3.10
H 0.32 -3.86 -1.70
H 2.08 -0.85 -3.17
H 0.40 -0.64 0.74
H 1.36 0.51 0.91
H -3.22 -0.76 -0.32
H -3.71 0.82 1.55
H -2.85 -0.62 1.97
H -0.62 0.19 2.60
H -1.75 1.48 3.01
H 0.01 3.71 0.88
H -0.84 3.45 2.28
H 2.19 2.89 0.68
H 4.36 2.34 1.68
H 4.65 1.69 4.15
H 2.44 1.89 5.42
H -0.97 2.17 6.27
H 0.73 2.77 6.37
```

**Energy above the lowest of the compared OMol25 structures with the same formula, charge and spin**: 1852.3 kJ/mol
**Highest occupied orbital energy**: -7.72 eV
**Lowest unoccupied orbital energy**: 0.7 eV
**Electronic energy**: -36397.503 eV

***

(3)
Computed, not measured: a single C21H30N4O5S molecule, with ωB97M-V/def2-TZVPD.

Geometry as XYZ:
```
61
C21H30N4O5S ωB97M-V/def2-TZVPD
C 3.29 6.76 -2.73
C 3.53 5.26 -2.54
C 2.32 4.59 -1.90
N 2.40 3.14 -1.96
C 1.12 2.50 -1.74
C 1.25 0.99 -1.98
N 2.24 0.44 -1.09
C 2.10 -0.50 -0.13
O 3.04 -0.84 0.56
C 0.71 -1.13 0.04
C 0.79 -2.47 0.78
C 1.14 -2.29 2.26
N 0.28 -1.34 2.92
S -1.02 -1.87 3.77
O -1.57 -0.74 4.45
O -0.61 -3.02 4.51
C -2.27 -2.43 2.58
C -3.24 -1.53 2.17
C -4.21 -1.91 1.25
C -4.16 -3.21 0.78
C -3.18 -4.11 1.22
C -2.21 -3.74 2.13
O -3.37 -5.31 0.60
C -4.45 -5.20 -0.21
O -4.89 -6.07 -0.90
N -4.94 -3.91 -0.11
C -6.10 -3.44 -0.82
C 0.21 -0.06 2.26
C -0.23 -0.18 0.80
C 3.52 1.09 -1.26
C 3.38 2.59 -1.03
H 2.44 6.93 -3.38
H 4.16 7.23 -3.17
H 3.09 7.24 -1.77
H 3.71 4.79 -3.51
H 4.41 5.12 -1.92
H 1.42 4.88 -2.46
H 2.19 4.95 -0.86
H 0.40 2.91 -2.45
H 0.75 2.67 -0.71
H 0.28 0.51 -1.87
H 1.60 0.84 -3.01
H 0.30 -1.32 -0.96
H 1.56 -3.09 0.31
H -0.18 -2.98 0.68
H 1.03 -3.23 2.80
H 2.17 -1.94 2.34
H -3.23 -0.54 2.59
H -4.98 -1.22 0.93
H -1.47 -4.42 2.50
H -6.88 -3.13 -0.11
H -6.47 -4.27 -1.42
H -5.84 -2.60 -1.47
H -0.50 0.55 2.84
H 1.20 0.40 2.31
H -0.25 0.81 0.35
H -1.25 -0.59 0.76
H 4.22 0.65 -0.55
H 3.88 0.92 -2.28
H 4.34 3.07 -1.20
H 3.08 2.77 0.02
```

**Energy above the lowest of the compared OMol25 structures with the same formula, charge and spin**: 127.8 kJ/mol
**Highest occupied orbital energy**: -8.80 eV
**Lowest unoccupied orbital energy**: 0.3 eV
**SMILES**: CCCN1CCN(C(=O)C2CCN(S(=O)(=O)c3ccc4c(c3)oc(=O)n4C)CC2)CC1
**Electronic energy**: -49298.098 eV

***

(4)
Computed, not measured: a single C21H30N4S molecule, with ωB97M-V/def2-TZVPD.

Geometry as XYZ:
```
56
C21H30N4S ωB97M-V/def2-TZVPD
C 6.07 2.10 -0.18
C 4.69 1.55 0.00
C 3.73 2.25 0.72
C 2.44 1.77 0.88
C 1.44 2.55 1.68
C 2.10 0.56 0.29
N 0.80 0.02 0.46
C -0.30 0.53 -0.15
S -0.18 1.85 -1.15
N -1.49 -0.08 0.09
C -2.68 0.42 -0.57
C -3.27 1.65 0.14
N -4.53 2.03 -0.47
C -5.65 1.29 0.08
C -4.77 3.45 -0.43
C -1.55 -1.20 1.03
C -2.96 -1.59 1.46
C -0.87 -2.42 0.43
C -0.98 -2.72 -0.92
C -0.35 -3.86 -1.41
C 0.36 -4.65 -0.52
N 0.46 -4.38 0.77
C -0.14 -3.30 1.23
C 3.05 -0.18 -0.43
C 2.67 -1.49 -1.06
C 4.33 0.33 -0.56
H 6.10 2.74 -1.06
H 6.79 1.30 -0.33
H 6.37 2.69 0.68
H 4.00 3.20 1.17
H 0.79 3.11 1.00
H 0.82 1.89 2.27
H 1.94 3.26 2.34
H 0.80 -0.97 0.68
H -2.40 0.73 -1.58
H -3.42 -0.37 -0.64
H -3.38 1.46 1.22
H -2.56 2.47 0.02
H -5.48 0.22 -0.02
H -5.82 1.52 1.15
H -6.55 1.55 -0.47
H -5.69 3.67 -0.98
H -4.87 3.84 0.59
H -3.94 3.97 -0.92
H -1.00 -0.90 1.93
H -3.51 -0.73 1.82
H -3.51 -2.06 0.65
H -2.88 -2.32 2.27
H -1.53 -2.07 -1.58
H -0.41 -4.12 -2.45
H 0.87 -5.55 -0.85
H -0.02 -3.11 2.29
H 1.76 -1.38 -1.66
H 3.47 -1.84 -1.70
H 2.48 -2.25 -0.30
H 5.06 -0.23 -1.12
```

**Energy above the lowest of the compared OMol25 structures with the same formula, charge and spin**: 157.5 kJ/mol
**Highest occupied orbital energy**: -7.85 eV
**Lowest unoccupied orbital energy**: 0.6 eV
**SMILES**: Cc1cc(C)c(NC(=S)N(CCN(C)C)[C@@H](C)c2cccnc2)c(C)c1
**Electronic energy**: -39060.063 eV

***

(5)
Computed, not measured: a molecular structure, C21H30N6O3PRhS3, with ωB97M-V/def2-TZVPD.

Geometry as XYZ:
```
65
C21H30N6O3PRhS3 ωB97M-V/def2-TZVPD
Rh -0.41 -0.57 0.20
N 2.28 -0.30 3.93
C 1.65 -0.24 2.77
S 0.12 -0.92 2.56
N 2.36 0.39 1.77
N 1.64 0.51 0.67
C 2.28 1.05 -0.34
C 1.54 1.23 -1.57
C 2.09 1.89 -2.66
C 1.31 2.08 -3.79
C 0.01 1.61 -3.78
C -0.47 0.95 -2.65
N 0.27 0.75 -1.58
H 1.86 -0.75 4.73
H 3.19 0.13 4.03
H 3.31 1.35 -0.24
H 3.11 2.25 -2.61
H 1.70 2.59 -4.65
H -0.64 1.75 -4.63
H -1.48 0.56 -2.62
C -0.52 3.19 1.05
C -1.80 2.51 0.67
N -1.93 1.23 0.43
C -3.24 0.91 0.13
C -4.09 1.96 0.12
S -3.25 3.39 0.52
C -3.56 -0.50 -0.10
C -4.78 -1.03 -0.36
S -4.67 -2.73 -0.44
C -3.00 -2.66 -0.16
N -2.53 -1.44 0.00
C -2.19 -3.91 -0.08
H 0.27 2.46 1.13
H -0.63 3.69 2.02
H -0.24 3.95 0.32
H -5.15 1.97 -0.08
H -5.72 -0.51 -0.46
H -1.55 -4.02 -0.95
H -1.56 -3.88 0.81
H -2.83 -4.78 -0.02
C 0.79 -5.92 0.92
C 1.13 -4.45 0.94
O 0.89 -3.91 -0.38
P 1.08 -2.35 -0.67
O 1.18 -2.32 -2.26
C 0.01 -2.60 -3.08
C 0.00 -4.04 -3.54
O 2.57 -2.03 -0.23
C 3.72 -2.74 -0.81
C 4.94 -2.37 -0.01
H 1.07 -6.38 1.87
H 1.34 -6.42 0.13
H -0.28 -6.09 0.77
H 2.18 -4.29 1.20
H 0.52 -3.90 1.67
H 0.08 -1.91 -3.91
H -0.89 -2.35 -2.51
H 0.89 -4.26 -4.13
H -0.88 -4.21 -4.16
H -0.03 -4.73 -2.70
H 3.79 -2.46 -1.85
H 3.51 -3.81 -0.76
H 5.09 -1.29 -0.02
H 5.81 -2.84 -0.45
H 4.85 -2.70 1.02
```

**Energy above the lowest of the compared OMol25 structures with the same formula, charge and spin**: 4.4 kJ/mol
**Charge**: +2
**Highest occupied orbital energy (alpha / beta)**: -13.08 / -13.80 eV
**Multiplicity**: 5
**Lowest unoccupied orbital energy (alpha / beta)**: -6.4 / -8.6 eV
**⟨S²⟩**: 6.05
**Electronic energy**: -82137.366 eV

***

(6)
Computed, not measured: a gas-phase ion, C21H30NO (charge +1), with ωB97M-V/def2-TZVPD.

Geometry as XYZ:
```
53
C21H30NO ωB97M-V/def2-TZVPD
C 4.67 0.07 -3.59
C 3.42 -0.71 -3.19
C 2.64 0.02 -2.09
C 1.43 -0.82 -1.69
N 0.52 -0.23 -0.66
C 1.30 0.17 0.55
C 2.12 -0.92 1.03
C 2.80 -1.85 1.38
C 3.58 -3.04 1.66
O 3.41 -3.90 0.55
C -0.17 0.98 -1.20
C -1.05 1.59 -0.22
C -1.78 2.11 0.59
C -2.64 2.71 1.53
C -2.14 3.64 2.44
C -2.98 4.24 3.36
C -4.33 3.91 3.37
C -4.84 2.99 2.47
C -4.00 2.39 1.55
C -0.49 -1.24 -0.22
C -1.31 -1.93 -1.32
C -0.80 -3.32 -1.71
C -1.72 -3.97 -2.73
H 5.21 -0.46 -4.37
H 5.33 0.19 -2.74
H 4.40 1.05 -3.97
H 3.71 -1.70 -2.83
H 2.78 -0.85 -4.06
H 3.31 0.15 -1.24
H 2.36 1.00 -2.46
H 0.83 -1.01 -2.59
H 1.78 -1.77 -1.30
H 1.93 1.03 0.30
H 0.59 0.49 1.32
H 4.63 -2.75 1.80
H 3.21 -3.50 2.59
H 3.93 -4.70 0.70
H -0.75 0.70 -2.08
H 0.59 1.71 -1.50
H -1.09 3.89 2.42
H -2.59 4.95 4.06
H -4.99 4.38 4.09
H -5.89 2.74 2.48
H -4.39 1.67 0.84
H 0.05 -2.01 0.34
H -1.16 -0.72 0.46
H -1.38 -1.31 -2.22
H -2.33 -2.04 -0.95
H 0.21 -3.28 -2.12
H -0.77 -3.95 -0.81
H -1.37 -4.96 -2.99
H -1.76 -3.38 -3.65
H -2.73 -4.06 -2.34
```

**Energy above the lowest of the compared OMol25 structures with the same formula, charge and spin**: 417.9 kJ/mol
**Charge**: +1
**Highest occupied orbital energy**: -11.62 eV
**Lowest unoccupied orbital energy**: -2.1 eV
**SMILES**: CCCC[N+](CC#CCO)(CC#Cc1ccccc1)CCCC
**Electronic energy**: -25791.979 eV

***

| no. | F_max (eV/A) |
| --- | --- |
| 1 | 0.6 |
| 2 | 19.1 |
| 3 | 1.1 |
| 4 | 0.7 |
| 5 | 0.9 |
| 6 | 1.0 |